# 1
Here is a structure of composition C11H14N2OPPd from the Open Molecules 2025 dataset. Energies are from the ωB97M-V functional and the def2-TZVPD basis.

Results
- HOMO-LUMO gap (alpha / beta): 4.13 / 4.66 eV
- <S²>: 2.040
- Energy above the lowest of the compared OMol25 structures with the same formula, charge and spin: 152.7 kJ/mol
- Total charge: -1
- HOMO level (alpha / beta): -0.98 / -3.53 eV
- 2S+1: 3

Element x y z (Å)
C1 -1.78875 -2.83314 -1.01026
C2 -2.03457 -3.07909 -2.35472
C3 -2.98922 -2.14558 -2.86785
C4 -3.39571 -1.23529 -1.84292
C5 -2.75348 -1.53084 -0.64720
Pd1 -0.16431 -1.52551 2.01432
P1 1.08110 -3.32230 2.38674
H1 -1.12649 -3.31089 -0.29182
H2 -1.56829 -3.87642 -2.93208
H3 -3.35629 -2.13283 -3.89298
H4 -2.81195 -1.07635 0.33920
H5 -4.10969 -0.42320 -1.97525
H6 2.46567 -3.25145 2.03813
H7 0.69799 -4.53151 1.72151
H8 1.16674 -3.79146 3.73512
N1 1.46766 4.88889 -0.72602
C6 2.21480 4.08015 0.09475
O1 3.30702 4.43287 0.52792
C7 1.64364 2.72054 0.39028
C8 0.52210 2.17747 -0.25536
C9 0.04055 0.91365 0.13226
N2 0.62966 0.23071 1.12927
C10 1.75449 0.68588 1.70540
C11 2.28195 1.93524 1.36322
H9 1.80555 5.83275 -0.83883
H10 0.48458 4.73161 -0.88456
H11 -0.00248 2.69779 -1.05378
H12 -0.82709 0.44065 -0.33603
H13 2.18970 0.02044 2.45480
H14 3.17512 2.27721 1.87675


# 2
Here is a cluster of 14 separate species, C39H115Br3N23O21P5 in total from the Open Molecules 2025 dataset. Energies are from the ωB97M-V functional and the def2-TZVPD basis.

Results
- HOMO-LUMO gap: 7.89 eV
- Energy above the lowest of the compared OMol25 structures with the same formula, charge and spin: 0.0 kJ/mol
- HOMO level: -7.90 eV
- 2S+1: 1

Element x y z (Å)
C1 3.07899 3.94074 1.11667
N1 2.63337 5.35485 1.01751
O1 1.54988 5.57501 0.51239
O2 3.31891 6.18798 1.58502
H1 3.94203 3.74693 0.48141
H2 2.25521 3.32027 0.78583
H3 3.34250 3.73539 2.14713
C2 0.36356 1.04226 3.57785
N2 -0.67134 0.12372 3.09301
O3 -0.50620 -1.06894 3.21580
O4 -1.67019 0.65121 2.63114
H4 0.00552 1.46153 4.52250
H5 0.45412 1.95031 2.98018
H6 1.32334 0.56243 3.72818
C3 0.60334 -2.92127 -5.75607
N3 0.95002 -4.37350 -5.72928
O5 1.54543 -4.76105 -4.75115
O6 0.57150 -5.06981 -6.64767
H7 1.37256 -2.36198 -5.23603
H8 -0.44946 -2.74034 -5.59275
H9 0.87834 -2.61236 -6.77031
C4 4.43763 1.03980 3.37247
N4 3.60139 0.27345 2.43823
O7 3.77556 -0.92024 2.36970
O8 2.72329 0.87674 1.85389
H10 5.19448 0.37875 3.77750
H11 3.86550 1.53464 4.15078
H12 4.92502 1.76157 2.71478
C5 2.88216 3.01911 -3.79103
N5 1.66920 2.66208 -4.56325
O9 1.77022 2.54666 -5.75730
O10 0.65227 2.56700 -3.92317
H13 3.60620 2.21014 -3.75272
H14 2.56141 3.36130 -2.81422
H15 3.34339 3.83270 -4.34969
C6 -1.78698 0.80689 -5.89346
N6 -2.30355 2.09960 -5.29710
O11 -2.62726 2.06741 -4.13212
O12 -2.31499 3.08088 -5.99198
H16 -2.31397 0.71085 -6.83702
H17 -2.11724 0.06465 -5.17417
H18 -0.70721 0.89899 -5.92271
C7 -4.76286 -5.11441 -5.42424
N7 -4.32520 -4.75537 -4.05034
O13 -3.50305 -5.51950 -3.56909
O14 -4.77334 -3.78921 -3.47814
H19 -5.21720 -6.09716 -5.40815
H20 -4.03820 -4.96398 -6.21945
H21 -5.52424 -4.37119 -5.67830
C8 -5.33341 0.17781 -2.75642
N8 -5.83469 -1.08550 -2.16498
O15 -5.16272 -1.62530 -1.31757
O16 -6.86087 -1.52389 -2.63022
H22 -4.24776 0.13219 -2.80590
H23 -5.69332 0.99093 -2.12929
H24 -5.72301 0.28402 -3.76314
O17 6.67120 1.26395 1.09260
P1 7.22568 1.14540 -0.26474
N9 7.66024 2.66153 -0.87365
C9 6.65334 3.70080 -0.95019
C10 9.02524 3.15926 -0.67183
N10 6.13739 0.64628 -1.45768
C11 6.34382 0.79351 -2.89285
C12 5.21059 -0.43224 -1.12214
N11 8.58588 0.20836 -0.41368
C13 9.16778 -0.20431 -1.68366
C14 8.93277 -0.65782 0.69727
H25 6.50908 4.24147 -0.01200
H26 5.69982 3.21990 -1.19073
H27 6.83962 4.34497 -1.81101
H28 9.45790 3.54301 -1.60450
H29 9.76028 2.41199 -0.38453
H30 8.97933 4.01929 -0.00242
H31 6.75579 -0.10771 -3.35684
H32 5.37880 1.03760 -3.34012
H33 7.05384 1.58720 -3.12103
H34 4.46481 -0.55932 -1.91084
H35 5.68499 -1.35628 -0.79259
H36 4.50467 -0.09802 -0.35001
H37 8.72013 -1.12892 -2.06433
H38 8.95760 0.54731 -2.43961
H39 10.23195 -0.36307 -1.51548
H40 9.99829 -0.55913 0.94715
H41 8.80963 -1.72418 0.48233
H42 8.39127 -0.35641 1.59101
O18 -0.31509 -0.33888 -3.48681
P2 -0.36107 -0.47850 -2.01242
N12 -1.62580 -1.46854 -1.55520
C15 -1.95101 -1.69425 -0.14669
C16 -1.95334 -2.59291 -2.40951
N13 -0.47770 0.89825 -1.03876
C17 0.67809 1.56972 -0.49267
C18 -1.64132 1.73839 -1.22204
N14 1.02051 -1.22630 -1.39571
C19 1.75216 -2.20481 -2.17661
C20 1.39228 -1.28509 0.01897
H43 -1.35949 -2.52622 0.26191
H44 -3.00045 -1.98304 -0.12127
H45 -1.68498 -0.83263 0.46136
H46 -2.93884 -2.94719 -2.10505
H47 -1.25589 -3.43959 -2.37403
H48 -2.04824 -2.30103 -3.45655
H49 0.67506 2.61929 -0.81786
H50 0.67333 1.65980 0.60113
H51 1.65076 1.15234 -0.74488
H52 -1.50358 2.42729 -2.06462
H53 -2.51779 1.13500 -1.45397
H54 -1.82236 2.41772 -0.38526
H55 1.71477 -1.92103 -3.22568
H56 2.77322 -2.30106 -1.80264
H57 1.26516 -3.18402 -2.08405
H58 0.74920 -0.68500 0.65371
H59 2.45772 -1.07660 0.11066
H60 1.30380 -2.31099 0.40407
O19 0.76515 -9.33236 0.65952
P3 0.42714 -8.06484 -0.00327
N15 0.68702 -8.06833 -1.66490
C21 0.23275 -7.01126 -2.53717
C22 1.19749 -9.27276 -2.31377
N16 1.30945 -6.78202 0.64622
C23 2.69756 -7.05914 1.01385
C24 1.07968 -5.37584 0.33355
N17 -1.14511 -7.49983 0.10590
C25 -1.64727 -6.79009 1.26731
C26 -2.19855 -8.09158 -0.70796
H61 1.02655 -6.33999 -2.86745
H62 -0.57445 -6.46293 -2.04593
H63 -0.27407 -7.44623 -3.40588
H64 2.21687 -9.16086 -2.69103
H65 0.58220 -9.53640 -3.17987
H66 1.13805 -10.09330 -1.60134
H67 2.86783 -8.09562 1.31199
H68 3.29842 -7.05234 0.09365
H69 3.07472 -6.40792 1.79702
H70 0.02651 -5.26659 0.07179
H71 1.27972 -4.78436 1.22682
H72 1.62826 -5.05437 -0.55764
H73 -2.30209 -5.95240 1.00643
H74 -2.13007 -7.45782 1.98387
H75 -0.83769 -6.27178 1.77989
H76 -2.86329 -7.29152 -1.04415
H77 -2.78889 -8.76358 -0.07474
H78 -1.79098 -8.65333 -1.54436
O20 -7.21393 2.38186 3.12391
P4 -6.39199 1.16981 2.85886
N18 -7.35432 -0.13170 2.34524
C27 -8.32251 0.13840 1.28778
C28 -7.00341 -1.53175 2.51835
N19 -5.62872 0.53469 4.21059
C29 -6.56759 0.33390 5.34154
C30 -4.35248 1.04173 4.67711
N20 -5.20890 1.27522 1.67729
C31 -4.33264 0.18279 1.31346
C32 -5.28842 2.39965 0.75757
H79 -7.85186 -0.14239 0.33777
H80 -8.63722 1.17886 1.31131
H81 -9.21085 -0.47776 1.44291
H82 -6.82018 -2.00586 1.54647
H83 -7.81736 -2.09415 2.98309
H84 -6.09316 -1.70568 3.08730
H85 -5.99104 -0.23871 6.06908
H86 -6.95188 1.26036 5.76717
H87 -7.38182 -0.30387 5.00180
H88 -4.51653 1.93518 5.29128
H89 -3.83089 0.26775 5.24504
H90 -3.71532 1.29668 3.82947
H91 -4.87337 -0.53165 0.68647
H92 -3.44327 0.56072 0.80735
H93 -3.90190 -0.30868 2.18478
H94 -6.28788 2.82897 0.74293
H95 -4.97238 2.11673 -0.25258
H96 -4.51911 3.13569 1.00985
O21 1.03839 3.84801 3.09558
P5 0.04729 4.71216 3.79439
N21 -0.30386 4.29358 5.39841
C33 0.77777 3.81239 6.26288
C34 -1.42064 4.92006 6.08963
N22 -1.41630 4.77014 2.99177
C35 -2.39111 3.69766 3.10834
C36 -1.31352 5.33037 1.65273
N23 0.52009 6.33474 3.82548
C37 1.85751 6.74585 4.20073
C38 -0.44051 7.42215 3.96318
H97 1.52546 3.28830 5.66909
H98 0.34181 3.07266 6.93530
H99 1.23483 4.65725 6.78151
H100 -1.14333 5.91688 6.45749
H101 -1.66017 4.31454 6.96355
H102 -2.26961 5.10683 5.43581
H103 -2.47160 3.35203 4.13618
H104 -3.35828 4.03357 2.73695
H105 -2.09828 2.84916 2.47792
H106 -2.30199 5.60488 1.26809
H107 -0.69039 6.21940 1.63768
H108 -0.97208 4.58767 0.92208
H109 2.53526 5.92801 4.44140
H110 2.25311 7.43031 3.44784
H111 1.83035 7.31945 5.13970
H112 -1.35385 7.27570 3.39029
H113 -0.00181 8.34430 3.57431
H114 -0.70675 7.58079 5.01192
C39 -2.81453 5.30263 -2.77326
Br1 -4.28877 4.49284 -1.71921
Br2 -1.42607 6.10814 -1.63031
Br3 -3.43958 6.55606 -4.14095
H115 -2.36982 4.48375 -3.32497


# 3
Here is a structure of composition C19H24BrIrNO2S from the Open Molecules 2025 dataset. Energies are from the ωB97M-V functional and the def2-TZVPD basis.

Results
- HOMO-LUMO gap (alpha / beta): 6.16 / 5.68 eV
- <S²>: 1.027
- Total charge: +2
- HOMO level (alpha / beta): -15.12 / -15.37 eV
- 2S+1: 2

Element x y z (Å)
Ir1 0.01060 -0.02030 -0.13860
C1 5.07860 0.01090 6.26440
C2 5.13560 0.00530 4.73800
C3 5.91530 -1.25850 4.31470
C4 5.89660 1.26720 4.28540
C5 3.79270 -0.03130 4.07480
C6 3.72090 -0.17870 2.66970
C7 2.50760 -0.25250 2.05600
Br1 2.39480 -0.59750 0.14040
C8 1.25350 -0.11890 2.74720
O1 0.15970 -0.05080 2.12910
C9 1.33790 -0.02800 4.19420
C10 2.58690 0.02450 4.77880
C11 0.09610 -0.00670 5.05950
C12 0.12150 -1.26520 5.95560
C13 0.12720 1.24750 5.95660
C14 -1.22020 -0.00080 4.29620
H1 6.09000 0.00510 6.66310
H2 4.57320 -0.87400 6.64190
H3 4.58950 0.90600 6.64160
H4 6.87520 -1.26890 4.82130
H5 6.09850 -1.29030 3.24490
H6 5.36080 -2.15040 4.59580
H7 6.86790 1.27910 4.77170
H8 5.35330 2.16310 4.57660
H9 6.05240 1.29660 3.21130
H10 4.62150 -0.24660 2.07910
H11 2.64020 0.11360 5.85220
H12 1.00060 -1.28560 6.59120
H13 0.10650 -2.17070 5.35490
H14 -0.75800 -1.25950 6.59290
H15 0.99290 1.25990 6.60950
H16 -0.76020 1.25420 6.58220
H17 0.13420 2.15230 5.35460
H18 -1.32560 -0.88020 3.66550
H19 -1.31270 0.89080 3.68070
H20 -2.05290 -0.00580 4.99760
O2 -2.08950 0.23310 -0.41780
N1 -2.69500 1.37380 -0.25430
C15 -4.03580 1.38710 -0.16510
C16 -4.72580 2.56880 -0.00610
C17 -4.03050 3.77770 0.03530
C18 -2.65600 3.75720 -0.06750
C19 -1.98320 2.53750 -0.19210
S1 -0.26340 2.49340 -0.26140
H21 -4.51900 0.42270 -0.23030
H22 -5.80060 2.54700 0.07910
H23 -4.55430 4.71340 0.14670
H24 -2.07300 4.66710 -0.05310


# 4
Here is a cluster of 2 separate species, C6H17N3 in total from the Open Molecules 2025 dataset. Energies are from the ωB97M-V functional and the def2-TZVPD basis.

Results
- HOMO-LUMO gap: 8.54 eV
- Energy above the lowest of the compared OMol25 structures with the same formula, charge and spin: 97.8 kJ/mol
- SMILES string: CC=C(N)N.CCNC
- HOMO level: -7.54 eV
- 2S+1: 1

Element x y z (Å)
C1 -0.69767 0.88554 1.70814
C2 1.65678 0.36552 2.14144
C3 -1.65316 1.66774 0.82588
N1 0.73078 1.08311 1.27981
H1 0.97366 1.00484 0.29348
H2 -0.79025 1.23959 2.74051
H3 -0.96505 -0.17518 1.70697
H4 1.62170 0.75642 3.16279
H5 2.68119 0.47953 1.77504
H6 1.41760 -0.70153 2.18676
H7 -1.39649 2.73205 0.80343
H8 -2.67466 1.58350 1.21316
H9 -1.65086 1.29157 -0.20108
C4 -1.58104 -1.74508 -1.49298
C5 0.69572 -0.58941 -1.35949
N2 2.04049 -0.75663 -1.13442
N3 0.38302 0.44352 -2.20540
C6 -0.17279 -1.57576 -1.02006
H10 2.30973 -1.73142 -1.04178
H11 2.60004 -0.28725 -1.84138
H12 -0.60549 0.54678 -2.40425
H13 0.73191 1.32639 -1.84179
H14 0.21624 -2.43509 -0.47710
H15 -2.01091 -0.83982 -1.92864
H16 -1.64431 -2.54213 -2.24237
H17 -2.21621 -2.02682 -0.64670